ORCA calculation (ωB97M-V/def2-TZVPD) on a structure of composition C19H19IrN4O5S2.

Geometry as XYZ:
```
50
Properties=species:S:1:pos:R:3:forces:R:3:lowdin_charge:R:1
Ir 0.245838 0.723096 0.056662 2.7 0.3 -0.1 1.3617
N 2.708138 4.037696 -1.717738 -0.1 0.2 -0.4 0.1162
C 2.251038 2.902796 -1.191838 0.1 -1.3 0.8 -0.7968
S 0.754038 2.248396 -1.845138 -0.8 -1.0 1.3 0.6996
N 2.952738 2.266296 -0.301038 0.8 1.9 -0.8 -0.0138
N 2.484138 1.249596 0.379562 -1.6 -2.1 0.2 -0.0893
C 3.344338 0.402396 0.900362 -0.7 0.4 -0.5 -0.0371
C 3.032938 -0.687804 1.740562 -1.5 -0.7 0.6 -0.1472
C 4.042738 -1.578704 2.149862 -0.1 0.0 0.2 -0.0261
C 3.778638 -2.614904 3.015362 0.0 0.0 -0.1 -0.0627
C 2.471038 -2.839904 3.478962 0.6 0.3 -0.2 -0.0458
C 1.448438 -2.027504 3.083362 -0.4 0.9 -0.6 0.0148
C 1.674738 -0.915904 2.214762 3.2 -2.1 0.4 -0.3471
O 0.709838 -0.164504 1.906662 -2.9 2.4 -1.9 -0.1178
H 2.129638 4.548696 -2.365338 0.1 0.0 0.1 0.1056
H 3.532938 4.473596 -1.336438 0.0 -0.1 -0.1 0.1248
H 4.387438 0.539596 0.626362 0.0 0.4 0.2 0.1506
H 5.051838 -1.429504 1.789862 0.1 0.1 0.0 0.1201
H 4.579338 -3.250604 3.356462 0.1 -0.1 -0.1 0.1092
H 2.281338 -3.649704 4.162862 -0.1 -0.2 0.1 0.1164
H 0.430738 -2.168704 3.409162 -0.1 -0.1 0.1 0.1257
O -1.877262 3.620296 -0.496838 -0.5 -0.5 0.3 0.0857
C -2.391162 2.555296 -0.223138 -0.6 3.0 -1.0 -0.5189
N -1.699362 1.424296 0.005462 2.9 -3.1 0.6 -0.2343
S -2.655362 0.060496 0.104862 -1.0 -0.7 0.0 0.6281
O -2.317062 -0.653504 1.297862 -0.2 0.2 0.2 -0.2800
O -2.495262 -0.661104 -1.128938 -0.3 0.2 0.0 -0.2895
C -4.183962 0.981696 0.150862 0.8 0.2 -0.1 -0.2000
C -5.478862 0.567996 0.347462 -0.1 -0.3 0.0 -0.0166
C -6.480662 1.531796 0.293462 0.2 -0.2 0.0 -0.0356
C -6.175262 2.862596 0.051662 0.1 0.1 -0.1 -0.0346
C -4.862262 3.273496 -0.137738 0.1 -0.2 0.0 0.0262
C -3.863362 2.310596 -0.085238 0.0 0.1 0.1 -0.1239
H -5.701662 -0.465904 0.547262 -0.1 -0.2 0.0 0.1269
H -7.506662 1.233896 0.436662 -0.1 0.0 0.0 0.1176
H -6.970162 3.591496 0.009762 -0.1 0.1 0.0 0.1174
H -4.619762 4.310896 -0.314538 0.1 0.0 0.0 0.1311
C 0.500338 -2.962604 -2.257538 0.1 0.1 0.1 -0.1218
C 1.498838 -1.997704 -2.906538 -0.1 0.1 0.2 -0.1301
C 2.248038 -1.450804 -1.698038 0.6 0.2 -0.9 -0.1766
O 1.264738 -1.341804 -0.668438 -0.6 2.0 0.9 -0.2527
C 0.315338 -2.409904 -0.837838 -0.9 -0.7 0.1 -0.1454
H 0.917438 -3.967904 -2.220538 -0.1 0.0 0.0 0.1191
H -0.446362 -2.997904 -2.790438 0.0 0.0 0.0 0.1216
H 0.981138 -1.190104 -3.424638 0.0 0.0 0.0 0.1185
H 2.156138 -2.504104 -3.607138 0.1 0.1 0.0 0.1232
H 2.691438 -0.467704 -1.860938 -0.1 -0.1 0.1 0.1132
H 3.030238 -2.143904 -1.359638 -0.2 0.1 0.1 0.1439
H -0.686062 -2.006904 -0.669038 0.2 0.0 0.0 0.0870
H 0.514938 -3.167404 -0.071438 0.1 0.2 -0.1 0.1392
```
Positions in Å, forces in eV/Å.

Calculated values
2S+1: 2
Maximum force in hartree/bohr: 0.0837
Energy relative to the best compared isomer or geometry (same formula, charge and spin) in eV: 4.369
Net charge: +1
⟨S²⟩: 0.85


ORCA calculation (ωB97M-V/def2-TZVPD) on a structure of composition C19H19IrN4O5S2.

Geometry as XYZ:
```
50
Properties=species:S:1:pos:R:3:forces:R:3:lowdin_charge:R:1
Ir -0.234850 0.125045 -0.141400 1.2 0.9 0.4 1.3282
N 0.076985 3.217617 2.806484 -0.2 0.9 0.0 0.1239
C 0.053793 2.174660 1.986289 1.0 -2.7 2.4 -0.7743
S -0.411341 2.352951 0.345588 0.1 -1.3 -1.4 0.8257
N 0.414677 1.001833 2.538484 -0.7 3.4 -0.1 0.0071
N 0.448274 -0.019831 1.703454 0.4 -2.9 -0.5 -0.2395
C 0.771210 -1.192865 2.262884 -0.4 2.0 -0.5 -0.0191
C 0.908705 -2.413176 1.611934 0.1 -1.3 -1.1 -0.1383
C 1.144653 -3.550333 2.445925 -0.2 0.8 -0.3 -0.0223
C 1.284130 -4.790025 1.919709 0.0 -0.5 -0.7 -0.0514
C 1.213306 -4.964667 0.511157 0.0 -0.3 0.6 -0.0328
C 1.014219 -3.918638 -0.335913 0.0 0.6 0.0 0.0073
C 0.845559 -2.606467 0.168683 0.8 -1.2 2.2 -0.3428
O 0.700958 -1.642014 -0.666079 -1.4 2.5 -0.3 -0.1628
H -0.301722 4.105616 2.524412 0.0 0.0 0.1 0.1099
H 0.317745 3.070236 3.773899 0.0 0.0 -0.1 0.1252
H 0.941151 -1.131042 3.332148 0.1 0.0 0.0 0.1437
H 1.194617 -3.392230 3.515366 0.0 0.0 0.0 0.1218
H 1.448361 -5.648230 2.555135 0.0 0.0 0.0 0.1134
H 1.318187 -5.962847 0.105271 0.0 0.0 0.0 0.1176
H 0.955524 -4.053502 -1.406376 0.0 0.0 0.0 0.1290
O -3.051955 1.581038 1.206119 0.0 0.0 -0.2 0.0581
C -3.099608 0.422530 0.877437 0.1 0.6 0.6 -0.4790
N -1.972964 -0.415091 0.730940 -0.5 -0.6 -1.1 -0.1872
S -2.452843 -1.905739 0.088557 -0.2 -0.6 -0.1 0.6671
O -2.015758 -2.995409 0.907186 -0.1 0.4 0.0 -0.2335
O -2.069679 -1.910742 -1.296449 0.0 -0.3 -0.2 -0.3038
C -4.171598 -1.621453 0.238600 0.1 0.0 0.1 -0.2202
C -5.211990 -2.500138 0.008092 0.0 0.0 0.0 -0.0098
C -6.494089 -2.005709 0.204385 0.0 0.0 0.0 -0.0362
C -6.706399 -0.694336 0.628489 0.0 0.0 0.0 -0.0339
C -5.643475 0.162399 0.871066 0.0 0.0 0.0 0.0230
C -4.363329 -0.326906 0.664762 -0.1 0.0 0.1 -0.1380
H -5.037513 -3.518077 -0.310960 0.0 0.0 0.0 0.1306
H -7.344518 -2.651090 0.030909 0.0 0.0 0.0 0.1182
H -7.719684 -0.346511 0.776373 0.0 0.0 0.0 0.1171
H -5.790435 1.178512 1.209801 0.0 0.0 0.0 0.1310
C -1.373539 0.205827 -4.437421 0.0 0.0 0.0 -0.1287
C 0.127716 0.506122 -4.452067 0.0 0.0 0.0 -0.1363
C 0.551131 0.139060 -3.049081 0.0 0.1 -0.1 -0.1743
O -0.565300 0.589813 -2.223881 -0.1 -0.4 0.1 -0.3654
C -1.808451 0.504622 -3.007012 0.0 0.2 0.1 -0.1308
H -1.560518 -0.840040 -4.678622 0.0 0.0 0.0 0.1233
H -1.916900 0.819248 -5.152806 0.0 0.0 0.0 0.1216
H 0.316468 1.563332 -4.639300 0.0 0.0 0.0 0.1239
H 0.664503 -0.075078 -5.198980 0.0 0.0 0.0 0.1263
H 1.435903 0.671247 -2.698052 0.0 0.0 0.0 0.1295
H 0.676678 -0.934113 -2.907791 0.0 0.0 -0.1 0.1162
H -2.290267 1.474852 -2.894047 0.0 0.0 0.0 0.1325
H -2.417558 -0.277600 -2.573556 -0.1 0.0 0.0 0.0892
```
Positions in Å, forces in eV/Å.

Calculated values
2S+1: 2
Maximum force in hartree/bohr: 0.0730
Energy relative to the best compared isomer or geometry (same formula, charge and spin) in eV: 1.037
Net charge: +1
⟨S²⟩: 0.78